Here is C23H66O11V as an isolated structure at a distorted geometry from the OMol25 dataset. Energies are from the ωB97M-V functional and the def2-TZVPD basis.

Computed properties:
* Kohn-Sham gap (alpha / beta): 0.2400 / 0.2601 hartree
* total charge: 0
* LUMO (alpha / beta): -0.798 / -1.108 eV
* ⟨S²⟩: 3.760
* 2S+1: 4
* energy above the lowest of the compared OMol25 structures with the same formula, charge and spin: 104.0 kJ/mol

Atoms and positions in Å:
V: -1.47 -1.75 2.58
O: -2.89 -3.02 -0.64
H: -3.21 -3.45 0.17
H: -2.13 -2.36 -0.28
H: -2.48 -3.68 -1.30
C: 0.62 -4.05 5.12
C: 0.84 -3.14 3.91
C: 0.72 -3.92 2.59
O: 0.04 -2.01 3.93
H: 1.04 -3.55 5.99
H: 1.21 -4.96 5.03
H: -0.43 -4.28 5.31
H: 1.89 -2.80 4.02
H: 0.73 -3.21 1.75
H: -0.24 -4.45 2.57
H: 1.57 -4.58 2.43
C: 0.89 -1.71 -1.06
C: -0.03 -0.88 -0.14
C: -0.52 0.40 -0.83
O: -1.06 -1.57 0.50
H: 1.50 -1.02 -1.65
H: 0.33 -2.36 -1.74
H: 1.59 -2.21 -0.39
H: 0.69 -0.48 0.59
H: 0.28 1.14 -0.92
H: -1.27 0.91 -0.21
H: -1.00 0.21 -1.80
C: -3.72 1.88 3.30
C: -3.65 0.34 3.15
C: -3.93 -0.07 1.71
O: -2.48 -0.17 3.68
H: -4.73 2.25 3.15
H: -2.93 2.34 2.71
H: -3.50 2.04 4.36
H: -4.46 0.01 3.83
H: -4.12 -1.15 1.65
H: -3.08 0.21 1.08
H: -4.81 0.46 1.34
C: 5.52 -3.69 1.23
C: 4.65 -2.49 0.93
O: 5.42 -1.31 0.80
H: 4.96 -4.62 1.14
H: 6.02 -3.58 2.20
H: 6.36 -3.70 0.52
H: 3.88 -2.43 1.71
H: 4.11 -2.62 -0.02
H: 5.08 -0.76 0.10
C: -1.32 -2.99 -3.93
C: -2.13 -4.21 -3.57
O: -1.76 -4.72 -2.25
H: -1.52 -2.17 -3.24
H: -1.57 -2.64 -4.94
H: -0.24 -3.15 -3.95
H: -1.88 -4.98 -4.31
H: -3.21 -4.08 -3.65
H: -1.96 -5.66 -2.27
C: 1.12 -0.06 -4.27
C: 1.82 0.75 -5.33
O: 3.16 0.98 -4.90
H: 1.12 0.46 -3.32
H: 1.52 -1.05 -4.04
H: 0.07 -0.24 -4.54
H: 1.31 1.72 -5.40
H: 1.72 0.27 -6.31
H: 3.64 1.44 -5.60
C: 1.29 1.60 3.48
C: 0.04 2.31 3.99
O: -0.56 1.50 4.96
H: 1.12 0.54 3.22
H: 2.13 1.55 4.17
H: 1.71 2.04 2.57
H: -0.62 2.49 3.14
H: 0.34 3.31 4.35
H: -1.32 1.09 4.50
C: 3.01 2.62 -0.19
C: 2.66 2.40 -1.64
O: 3.81 2.56 -2.46
H: 3.43 3.63 -0.11
H: 3.69 1.88 0.23
H: 2.17 2.59 0.50
H: 1.80 3.03 -1.91
H: 2.38 1.35 -1.78
H: 3.56 2.24 -3.33
C: -0.87 4.30 0.58
C: 0.26 5.31 0.71
O: -0.30 6.62 0.72
H: -1.31 4.25 -0.42
H: -1.64 4.44 1.33
H: -0.45 3.30 0.73
H: 0.84 5.19 -0.21
H: 0.86 5.11 1.60
H: 0.09 7.14 0.01
C: -2.43 2.54 -3.34
C: -3.60 3.17 -2.65
O: -4.76 2.97 -3.48
H: -2.55 1.46 -3.41
H: -1.54 2.65 -2.70
H: -2.16 2.91 -4.32
H: -3.46 4.25 -2.51
H: -3.77 2.69 -1.68
H: -5.52 3.16 -2.92

Here is C23H69AsF6O11 as an isolated structure at a distorted geometry from the OMol25 dataset. Energies are from the ωB97M-V functional and the def2-TZVPD basis.

Computed properties:
* Kohn-Sham gap: 0.2909 hartree
* total charge: 0
* LUMO: -1.451 eV
* 2S+1: 1
* energy above the lowest of the compared OMol25 structures with the same formula, charge and spin: 343.3 kJ/mol

Atoms and positions in Å:
O: 0.76 -3.77 1.04
H: 0.74 -4.03 0.12
H: 1.64 -3.86 1.43
H: 0.11 -4.30 1.51
As: -0.42 0.05 0.07
F: -0.11 1.83 0.20
F: -1.16 0.20 1.72
F: -0.75 -1.72 0.05
F: 0.31 -0.01 -1.55
F: 1.18 -0.28 0.80
F: -2.02 0.32 -0.66
C: -2.72 3.46 1.70
C: -1.74 4.57 2.02
O: -2.47 5.80 1.98
H: -3.24 3.81 0.81
H: -3.33 3.24 2.57
H: -2.20 2.55 1.39
H: -0.88 4.70 1.37
H: -1.36 4.50 3.04
H: -1.88 6.54 2.12
C: -4.44 -2.34 -0.77
C: -3.82 -2.59 -2.13
O: -4.28 -3.76 -2.70
H: -5.47 -1.97 -0.83
H: -3.93 -1.47 -0.37
H: -4.34 -3.17 -0.06
H: -2.73 -2.62 -2.04
H: -4.03 -1.81 -2.87
H: -3.64 -4.06 -3.35
C: 3.57 0.62 3.00
C: 4.60 0.81 1.87
O: 5.72 1.42 2.49
H: 2.60 0.38 2.56
H: 3.34 1.51 3.59
H: 3.93 -0.17 3.66
H: 4.21 1.47 1.10
H: 4.97 -0.12 1.44
H: 5.46 2.33 2.64
C: 2.26 4.16 1.52
C: 2.08 5.67 1.42
O: 1.82 6.16 2.71
H: 3.11 3.84 2.12
H: 2.33 3.79 0.50
H: 1.38 3.67 1.93
H: 1.26 5.91 0.74
H: 2.97 6.16 1.04
H: 2.54 5.91 3.29
C: 0.26 1.80 4.12
C: 0.18 0.62 5.08
O: -0.28 1.07 6.33
H: 0.62 1.57 3.12
H: 0.92 2.59 4.48
H: -0.71 2.26 3.95
H: 1.14 0.11 5.14
H: -0.46 -0.17 4.70
H: -1.18 1.34 6.16
C: -1.97 0.21 -4.64
C: -2.33 1.70 -4.33
O: -2.82 2.34 -5.48
H: -2.88 -0.34 -4.90
H: -1.43 -0.26 -3.82
H: -1.29 0.08 -5.48
H: -1.42 2.24 -4.08
H: -3.01 1.86 -3.49
H: -2.82 3.28 -5.30
C: 3.59 -1.61 -1.15
C: 4.17 -2.81 -0.34
O: 3.36 -4.01 -0.67
H: 3.75 -1.87 -2.20
H: 4.03 -0.63 -0.99
H: 2.52 -1.50 -0.92
H: 4.17 -2.57 0.72
H: 5.19 -3.01 -0.66
H: 3.36 -4.10 -1.62
C: -4.65 0.40 1.95
C: -4.07 -0.28 3.16
C: -3.69 -1.75 2.79
O: -2.90 0.38 3.54
H: -5.54 -0.10 1.57
H: -3.90 0.38 1.17
H: -4.91 1.44 2.19
H: -4.77 -0.25 3.99
H: -3.30 -2.29 3.66
H: -2.85 -1.75 2.10
H: -4.63 -2.20 2.45
H: -2.32 0.32 2.78
C: -0.36 -6.65 -2.70
C: 0.33 -5.51 -1.87
C: 0.15 -4.15 -2.53
O: -0.35 -5.64 -0.67
H: 0.06 -6.77 -3.70
H: -1.45 -6.57 -2.78
H: -0.18 -7.60 -2.20
H: 1.39 -5.68 -1.71
H: -0.87 -3.91 -2.85
H: 0.70 -4.11 -3.47
H: 0.64 -3.30 -2.05
H: -1.29 -5.74 -0.82
C: 3.93 1.15 -4.22
C: 2.67 1.14 -3.29
C: 1.88 2.46 -3.11
O: 1.74 0.23 -3.69
H: 4.70 1.76 -3.75
H: 3.60 1.68 -5.11
H: 4.31 0.15 -4.40
H: 2.97 0.77 -2.31
H: 1.24 2.44 -2.24
H: 1.33 2.69 -4.02
H: 2.60 3.24 -2.88
H: 1.17 0.07 -2.94

Here is a 12-piece molecular cluster, C23H70O12 overall at a distorted geometry from the OMol25 dataset. Energies are from the ωB97M-V functional and the def2-TZVPD basis.

Computed properties:
* Kohn-Sham gap: 0.3692 hartree
* total charge: 0
* LUMO: 0.221 eV
* 2S+1: 1
* energy above the lowest of the compared OMol25 structures with the same formula, charge and spin: 545.4 kJ/mol
* structure (SMILES): CCO.CCO.CCO.CCO.CCO.CCO.CCO.CCO.CCO.CCO.CCO.CO

Atoms and positions in Å:
C: -5.99 2.55 -4.30
C: -5.36 3.09 -2.97
O: -4.14 2.49 -2.78
H: -6.01 1.46 -4.27
H: -5.52 2.88 -5.23
H: -6.99 2.99 -4.18
H: -5.98 3.03 -2.08
H: -5.05 4.12 -3.08
H: -3.54 2.74 -3.49
C: -0.58 5.47 2.17
C: -1.42 5.35 0.97
O: -2.43 4.38 1.25
H: 0.27 6.13 2.01
H: -0.06 4.53 2.37
H: -1.10 5.85 3.05
H: -0.69 4.99 0.24
H: -1.93 6.26 0.69
H: -2.57 3.96 0.40
C: 2.48 -3.66 -4.64
C: 1.58 -3.11 -3.60
O: 1.49 -1.70 -3.64
H: 3.40 -3.12 -4.83
H: 1.99 -3.76 -5.62
H: 2.76 -4.68 -4.36
H: 2.05 -3.38 -2.65
H: 0.64 -3.65 -3.65
H: 1.17 -1.54 -2.75
C: 3.45 3.42 -0.01
C: 3.66 4.63 -0.98
O: 3.40 5.76 -0.22
H: 4.09 3.59 0.85
H: 3.76 2.52 -0.53
H: 2.40 3.22 0.21
H: 3.00 4.79 -1.83
H: 4.65 4.63 -1.44
H: 3.93 5.91 0.57
C: 3.15 -5.01 2.96
C: 3.79 -5.58 4.23
O: 5.24 -5.63 4.27
H: 3.50 -3.99 2.77
H: 2.11 -4.72 3.14
H: 3.14 -5.60 2.04
H: 3.43 -6.61 4.31
H: 3.46 -5.10 5.15
H: 5.47 -6.17 5.04
C: 0.68 -0.55 0.99
C: -0.61 -0.03 0.57
O: -0.98 -0.78 -0.55
H: 0.45 -1.55 1.35
H: 1.02 -0.03 1.89
H: 1.49 -0.66 0.27
H: -0.55 1.05 0.40
H: -1.41 -0.13 1.30
H: -1.74 -0.34 -0.95
C: -6.03 -3.58 -3.47
C: -7.13 -4.61 -3.20
O: -7.31 -5.31 -4.35
H: -5.82 -3.11 -2.52
H: -6.42 -2.93 -4.26
H: -5.09 -4.05 -3.76
H: -8.06 -4.22 -2.80
H: -6.90 -5.27 -2.36
H: -8.09 -5.87 -4.33
C: -2.69 -0.36 -7.80
C: -1.82 -0.77 -6.56
O: -0.48 -0.47 -6.88
H: -2.59 -1.07 -8.61
H: -2.48 0.54 -8.38
H: -3.75 -0.39 -7.57
H: -1.82 -1.84 -6.37
H: -2.19 -0.49 -5.58
H: 0.00 -0.93 -6.19
C: 5.16 1.48 4.87
C: 5.39 2.30 6.08
O: 5.87 3.51 5.55
H: 4.14 1.55 4.48
H: 5.42 0.45 5.11
H: 5.92 1.72 4.12
H: 6.27 1.90 6.58
H: 4.56 2.45 6.78
H: 6.21 3.94 6.34
C: 6.93 -2.24 -1.45
C: 7.17 -1.61 -0.10
O: 6.08 -0.80 0.27
H: 6.78 -1.43 -2.18
H: 6.09 -2.93 -1.40
H: 7.76 -2.82 -1.85
H: 8.14 -1.11 -0.16
H: 7.23 -2.45 0.60
H: 5.69 -1.14 1.08
C: -1.18 1.79 6.08
C: -2.04 0.58 6.33
O: -2.22 0.52 7.69
H: -1.29 1.99 5.01
H: -0.15 1.58 6.37
H: -1.24 2.76 6.58
H: -1.44 -0.28 6.03
H: -2.95 0.41 5.76
H: -2.93 1.10 8.00
C: -6.34 0.47 1.85
O: -6.42 -0.92 2.20
H: -6.57 0.94 2.81
H: -5.37 0.80 1.48
H: -7.11 0.72 1.13
H: -7.34 -1.20 2.15

Here is a 13-piece molecular cluster, C23H74N24O15 overall at a distorted geometry from the OMol25 dataset. Energies are from the ωB97M-V functional and the def2-TZVPD basis.

Computed properties:
* Kohn-Sham gap: 0.3184 hartree
* total charge: 0
* LUMO: 0.268 eV
* 2S+1: 1

Atoms and positions in Å:
C: 2.62 -4.04 -3.95
O: 3.27 -4.62 -3.02
N: 3.02 -2.86 -4.40
N: 1.40 -4.43 -4.36
H: 2.58 -2.72 -5.36
H: 4.00 -2.65 -4.37
H: 0.67 -3.76 -4.53
H: 1.13 -5.31 -3.93
C: 1.84 5.21 2.38
O: 0.93 6.02 2.29
N: 2.47 4.71 1.33
N: 2.21 4.69 3.62
H: 3.35 4.39 1.64
H: 2.12 4.94 0.37
H: 1.81 5.22 4.37
H: 2.97 4.01 3.74
C: -1.39 -2.05 -4.22
O: -0.48 -2.05 -5.03
N: -2.45 -3.01 -4.38
N: -1.37 -1.39 -3.00
H: -3.17 -3.02 -3.72
H: -2.54 -3.43 -5.25
H: -0.43 -1.13 -2.74
H: -2.00 -1.71 -2.31
C: 1.71 1.96 -1.72
O: 2.19 0.85 -1.73
N: 0.49 2.23 -1.20
N: 2.45 3.03 -2.08
H: 0.05 3.08 -1.38
H: -0.12 1.48 -1.02
H: 2.13 3.97 -1.91
H: 3.48 2.83 -2.07
C: 5.90 1.41 -2.93
O: 6.20 1.62 -4.06
N: 5.90 0.21 -2.27
N: 5.50 2.49 -2.08
H: 5.35 0.29 -1.40
H: 5.76 -0.64 -2.76
H: 5.82 2.46 -1.16
H: 5.81 3.31 -2.58
C: -0.24 5.79 -1.10
O: 0.90 5.38 -1.15
N: -0.76 6.29 0.11
N: -1.01 5.80 -2.22
H: -0.20 6.33 0.95
H: -1.70 6.76 0.13
H: -0.68 5.10 -2.85
H: -1.99 5.90 -2.11
C: -0.51 2.77 -4.82
O: -1.19 3.59 -4.20
N: 0.82 2.73 -4.68
N: -1.13 1.97 -5.68
H: 1.38 2.00 -5.15
H: 1.29 3.39 -4.08
H: -0.87 1.03 -6.09
H: -2.17 2.02 -5.67
C: 3.86 1.46 2.55
O: 4.23 2.48 3.13
N: 4.44 0.31 2.85
N: 2.66 1.35 1.83
H: 5.39 0.38 3.16
H: 4.14 -0.47 2.36
H: 2.69 0.68 1.12
H: 2.33 2.26 1.63
C: -4.29 -1.45 -0.82
O: -3.85 -1.94 -1.88
N: -5.48 -0.85 -0.73
N: -3.62 -1.57 0.38
H: -5.99 -0.72 -1.59
H: -5.88 -0.53 0.13
H: -2.66 -1.85 0.14
H: -3.76 -1.26 1.34
C: -4.16 1.96 -3.03
O: -5.30 1.49 -2.85
N: -2.91 1.37 -2.47
N: -3.93 3.11 -3.63
H: -2.01 1.80 -2.67
H: -2.89 0.36 -2.36
H: -2.96 3.48 -3.71
H: -4.62 3.73 -4.01
C: 3.56 -2.46 -0.12
O: 3.79 -1.67 0.80
N: 3.64 -3.83 0.02
N: 3.16 -2.10 -1.39
H: 3.56 -4.40 -0.83
H: 4.07 -4.07 0.88
H: 2.79 -1.13 -1.52
H: 3.28 -2.79 -2.15
C: -1.57 -0.65 7.74
O: -1.16 -0.83 6.41
C: 0.07 -0.15 6.07
C: 0.30 -0.46 4.61
N: -0.42 0.30 3.62
C: -0.40 1.69 3.77
C: -1.30 2.33 2.68
O: -2.59 1.99 3.09
C: -3.55 2.35 2.10
H: -2.50 -1.26 7.91
H: -1.77 0.43 7.94
H: -0.81 -0.97 8.44
H: 0.94 -0.47 6.70
H: 0.06 0.92 6.31
H: 0.05 -1.49 4.48
H: 1.38 -0.43 4.39
H: -1.41 0.07 3.54
H: 0.64 2.04 3.72
H: -0.89 2.18 4.64
H: -1.08 1.95 1.63
H: -1.23 3.43 2.73
H: -4.50 2.56 2.52
H: -3.69 1.44 1.44
H: -3.19 3.11 1.38
C: -3.47 -4.72 4.35
O: -2.65 -4.68 3.18
C: -2.73 -5.95 2.49
C: -1.71 -5.89 1.37
N: -2.23 -5.01 0.37
C: -1.25 -4.60 -0.68
C: -0.19 -3.52 -0.38
O: -0.91 -2.27 -0.02
C: 0.12 -1.32 0.25
H: -3.13 -3.92 5.00
H: -3.30 -5.63 4.96
H: -4.52 -4.70 4.17
H: -3.79 -6.08 2.12
H: -2.40 -6.81 3.18
H: -1.64 -6.91 1.00
H: -0.74 -5.58 1.68
H: -2.57 -4.12 0.80
H: -1.90 -4.20 -1.43
H: -0.69 -5.48 -1.08
H: 0.30 -3.32 -1.34
H: 0.59 -3.76 0.38
H: -0.50 -0.54 0.78
H: 0.65 -0.90 -0.63
H: 0.87 -1.76 0.89